No. 1
{"formula": "HN6O", "method": "ωB97M-V/def2-TZVPD", "elements": ["O", "N", "N", "N", "N", "N", "N", "H"], "coordinates": [[1.6466, -0.2089, -2.5117], [1.4891, -0.3496, -1.2072], [0.5483, -0.0348, -0.4640], [0.6472, -0.7154, 0.8406], [-0.3086, -0.3267, 1.6964], [-1.2343, 0.3244, 0.8953], [-0.7042, 0.6596, -0.3939], [-2.0841, 0.6515, 1.1446]], "spin_multiplicity": 1, "total_charge": -1, "e_lumo_ev": 4.529, "de_lowest_kj_mol": 379.1, "e_homo_ha": -0.0813, "gap_ha": 0.2478, "energy_ev": -10997.5535}

No. 2
{"formula": "HNO2S", "method": "ωB97M-V/def2-TZVPD", "elements": ["O", "N", "S", "O", "H"], "coordinates": [[-1.3997, 1.4176, 0.1474], [-0.5561, 0.5277, -0.0495], [-0.1061, -0.6522, 0.9264], [1.1252, -0.9905, -0.1353], [0.9367, -0.3026, -0.8890]], "spin_multiplicity": 1, "e_lumo_ev": -0.761, "de_lowest_kj_mol": 163.7, "e_homo_ha": -0.3589, "gap_ha": 0.3309, "energy_ev": -16432.9040}

No. 3
{"formula": "HNO3S", "method": "ωB97M-V/def2-TZVPD", "elements": ["N", "O", "O", "O", "S", "H"], "coordinates": [[-0.3828, 0.8609, -0.4028], [0.6347, 0.8904, -1.0097], [-1.2641, 1.6727, -0.3491], [-0.6363, -0.3000, 0.2050], [0.8680, -1.6020, 0.1131], [0.7806, -1.5220, 1.4435]], "spin_multiplicity": 1, "e_lumo_ev": -2.007, "de_lowest_kj_mol": 230.4, "e_homo_ha": -0.3973, "gap_ha": 0.3235, "energy_ev": -18478.2757}

No. 4
{"formula": "HNO5S2", "method": "ωB97M-V/def2-TZVPD", "elements": ["N", "O", "O", "O", "O", "O", "S", "S", "H"], "coordinates": [[-2.9996, 1.0270, 0.0202], [-2.5249, 2.0209, 0.4885], [-2.3234, -0.0932, -0.0639], [4.0974, -0.7723, 0.2645], [1.7138, -0.5271, 0.6719], [-0.0032, 0.1112, -1.3573], [-0.3915, 0.0573, 0.0487], [2.7835, -0.4705, -0.3015], [-0.3520, -1.3534, 0.2287]], "spin_multiplicity": 1, "e_lumo_ev": -2.247, "de_lowest_kj_mol": 77.9, "e_homo_ha": -0.3577, "gap_ha": 0.2751, "energy_ev": -33408.8057}

No. 5
{"formula": "HNO6P", "method": "ωB97M-V/def2-TZVPD", "elements": ["N", "O", "O", "O", "O", "O", "O", "P", "H"], "coordinates": [[-0.2150, 0.6784, -2.5687], [0.6249, 0.0771, -3.1531], [1.1047, 3.8351, -0.4613], [-1.2580, 1.0657, -3.0001], [-1.0172, 1.0450, -0.1800], [0.8694, -0.3386, 0.7608], [1.2060, 0.0027, -0.5737], [0.2126, 1.1982, -1.0190], [0.3180, 0.4366, 0.8782]], "spin_multiplicity": 1, "total_charge": -1, "e_lumo_ev": [1.960, 3.406], "de_lowest_kj_mol": 709.8, "e_homo_ha": [-0.1725, -0.1727], "gap_ha": [0.2446, 0.2979], "energy_ev": -23072.0962}

No. 6
{"formula": "HNO6S2", "method": "ωB97M-V/def2-TZVPD", "elements": ["N", "O", "O", "O", "O", "O", "O", "S", "S", "H"], "coordinates": [[1.7464, -1.1358, 1.2990], [0.5887, -0.4998, 1.6686], [2.1929, -1.8634, 2.1621], [-1.6898, 1.5121, -0.4109], [-1.1595, -0.6189, 0.0825], [0.9095, 0.9145, -0.3019], [-0.6668, 0.2191, -2.1481], [-1.8222, 0.1853, -1.0930], [-0.2230, 0.7053, 0.5464], [0.1239, 0.5817, -1.8048]], "spin_multiplicity": 1, "e_lumo_ev": -0.143, "de_lowest_kj_mol": 134.1, "e_homo_ha": -0.3604, "gap_ha": 0.3551, "energy_ev": -35455.5481}

No. 7
{"formula": "HNOP2", "method": "ωB97M-V/def2-TZVPD", "elements": ["N", "O", "P", "P", "H"], "coordinates": [[-0.4984, -0.0080, 0.3296], [-2.9242, -0.5210, 0.7522], [-3.1437, 0.7460, -0.1907], [-1.6315, -0.8168, -0.4291], [0.4154, -0.0371, -0.0948]], "spin_multiplicity": 1, "e_lumo_ev": [-1.704, -1.337], "de_lowest_kj_mol": 92.0, "e_homo_ha": [-0.3032, -0.3107], "gap_ha": [0.2406, 0.2616], "energy_ev": -22129.1891}

No. 8
{"formula": "HNOS2", "method": "ωB97M-V/def2-TZVPD", "elements": ["N", "O", "S", "S", "H"], "coordinates": [[0.5138, -1.2521, 1.3380], [-0.3944, 0.8032, -0.5338], [1.2257, 0.0595, 1.2025], [-1.4532, -0.5185, -0.5119], [0.1082, 0.9078, -1.4947]], "spin_multiplicity": 1, "e_lumo_ev": [-1.142, -1.667], "de_lowest_kj_mol": 188.5, "e_homo_ha": [-0.3347, -0.3000], "gap_ha": [0.2928, 0.2388], "energy_ev": -25219.9394}